C7H13N4 | wB97M-V/def2-TZVPD

Summary:
Maximum force (eV/Å): 1.5
Highest occupied orbital energy (eV): -12.8
Net charge: +1
ΔE to the lowest compared entry with this formula, charge and spin (kcal per mole): 73.6
Orbital gap (Ha): 0.3634
Total energy (eV): -13421.500
SMILES: CC1=N[N@+]2(C)CN(C)N=C2C1
E_LUMO (Eh): -0.107

Cartesian coordinates (Å):
C: 0.8065 -3.0357 -1.2539
C: 0.2482 -1.7812 -0.7349
N: 0.5063 -0.6511 -1.2645
N: -0.2211 0.3708 -0.5963
C: -1.3756 0.7627 -1.4225
C: 0.5365 1.5387 -0.1132
N: 0.0821 1.6523 1.2785
C: 0.7226 2.5419 2.2081
N: -0.3958 0.4891 1.6895
C: -0.6545 -0.2748 0.7193
C: -0.6781 -1.7306 0.4706
H: -0.0010 -3.6741 -1.6129
H: 1.3157 -3.5799 -0.4598
H: 1.4962 -2.8366 -2.0687
H: -1.0167 1.1620 -2.3700
H: -1.9930 -0.1121 -1.6198
H: -1.9638 1.5100 -0.8934
H: 0.3043 2.4374 -0.6854
H: 1.6166 1.3341 -0.1658
H: 0.3025 2.3480 3.1916
H: 1.8038 2.3811 2.2411
H: 0.5187 3.5738 1.9258
H: -1.6656 -2.1274 0.2188
H: -0.2947 -2.2982 1.3177

Quick look at the Löwdin charges, all values in e:
1 C 0.007
2 C -0.284
3 N 0.191
4 N -0.226
5 C 0.044
6 C -0.033
7 N -0.193
8 C -0.022
9 N 0.188
10 C -0.208
11 C -0.010
12 H 0.107
13 H 0.104
14 H 0.098
15 H 0.118
16 H 0.115
17 H 0.122
18 H 0.149
19 H 0.155
20 H 0.101
21 H 0.095
22 H 0.096
23 H 0.141
24 H 0.145